The molecule C21H18F3N3O3 in a non-equilibrium geometry. Source: the Open Molecules 2025 dataset; level of theory: ωB97M-V/def2-TZVPD.

Geometry (Å):
F1 3.48893 2.27338 1.20990
F2 4.54360 -2.18356 -0.07050
F3 -4.57669 4.07525 -3.21432
O1 -1.07655 0.72660 2.85279
O2 -0.68343 -3.34175 0.04712
O3 0.58134 -3.71077 2.52040
N1 0.33573 -0.45230 4.11397
N2 0.89156 1.96487 -0.32713
N3 -0.82391 -1.21941 0.82364
C1 0.35065 0.13810 -1.54104
C2 -0.05091 1.41642 -1.21889
C3 -0.89650 -2.14461 -0.20638
C4 1.08952 -1.68909 3.95699
C5 -1.24955 2.09207 -1.69868
C6 1.62117 -0.12981 -0.89046
C7 -0.41614 -0.81325 -2.43155
C8 3.97771 0.04416 0.59008
C9 0.67970 -2.26061 2.58777
C10 -3.61034 2.53180 -1.63156
C11 1.94089 1.06613 -0.17748
C12 3.65684 -1.14729 -0.08896
C13 -2.24987 3.59493 -3.30408
C14 -0.64422 -1.58796 2.25842
C15 -2.51358 1.84274 -1.11408
C16 2.43461 -1.28401 -0.80489
C17 -1.41223 -1.66482 -1.60878
C18 3.13600 1.13408 0.55783
C19 -3.51705 3.36983 -2.75929
C20 -1.13517 2.98620 -2.78384
C21 -0.61215 -0.37133 3.14478
H1 -1.66754 -2.52782 -2.22137
H2 2.21004 -2.21549 -1.31689
H3 -2.27010 -1.04351 -1.41069
H4 -1.43522 -2.20958 2.62851
H5 -0.87513 -0.23133 0.57299
H6 0.84598 2.88271 0.08877
H7 -2.69472 1.24929 -0.23423
H8 -1.01955 -0.22588 -3.14506
H9 2.12407 -1.44831 4.03027
H10 0.28672 -3.96171 1.61718
H11 -0.15919 3.13540 -3.22595
H12 -4.62907 2.36181 -1.23595
H13 0.83747 -2.34117 4.77592
H14 1.39780 -1.91935 1.86366
H15 4.89817 0.05438 1.15416
H16 0.23273 -1.51418 -2.99029
H17 -2.14079 4.29072 -4.13393
H18 0.79837 0.40800 4.39109

Calculated values
Lowest unoccupied orbital energy, hartree: 0.0191
Total charge: 0
DFT total energy, eV: -40835.24147
ΔE to the lowest compared entry with this formula, charge and spin, kJ/mol: 0.0
HOMO-LUMO gap, eV: 8.98

The net atomic charges from natural (NBO), expressed in e, are: F -0.3219; F -0.3231; F -0.3139; O -0.6226; O -0.6647; O -0.7383; N -0.5997; N -0.5382; N -0.6269; C -0.0886; C 0.1456; C 0.7024; C -0.2356; C -0.0948; C -0.0663; C -0.4146; C -0.3691; C 0.0979; C -0.2734; C 0.1081; C 0.4000; C -0.2770; C -0.1701; C -0.1803; C -0.2877; C -0.4760; C 0.3847; C 0.4091; C -0.1706; C 0.6707; H 0.2398; H 0.2414; H 0.2199; H 0.2382; H 0.4249; H 0.4292; H 0.2352; H 0.2298; H 0.2041; H 0.5112; H 0.2270; H 0.2322; H 0.2034; H 0.1826; H 0.2462; H 0.2228; H 0.2319; H 0.4150